Entry 1:
DFT (wB97M-V/def2-TZVPD) results for a cluster of 2 separate species, C5H13NO in total.

- gap between HOMO and LUMO (eV) = 9.074
- SMILES = CCNC1CC1.O
- energy above the lowest of the compared OMol25 structures with the same formula, charge and spin (kcal/mol) = 49.5

Each line ends with the Mulliken charge.
Geometry (Å):
O (1.7867, 3.0654, -0.1688)  -0.655
N (0.2744, -1.1284, -0.1048)  -0.340
C (-1.7879, -1.1941, -1.5669)  -0.522
C (-0.8253, -0.4000, -0.6979)  -0.253
C (-2.2762, -0.6708, -0.2651)  -0.509
C (1.5371, 0.3250, 1.3936)  -1.165
C (0.6138, -0.8585, 1.3091)  -0.288
H (-2.0430, -0.7216, -2.5175)  0.216
H (1.0445, 1.2021, 0.9633)  0.287
H (-2.8904, 0.2187, -0.3245)  0.242
H (0.1789, -2.1015, -0.2561)  0.234
H (-1.5654, -2.3000, -1.6441)  0.208
H (-0.3538, -0.6442, 1.8149)  0.248
H (1.8021, 0.4749, 2.4288)  0.369
H (1.1343, -1.7061, 1.7953)  0.369
H (-0.5917, 0.6216, -0.9223)  0.351
H (1.3558, 3.8091, -0.6951)  0.314
H (-2.5310, -1.3773, 0.4844)  0.280
H (2.2258, 2.4686, -0.8632)  0.331
H (2.4499, 0.2223, 0.7845)  0.285

Entry 2:
DFT (wB97M-V/def2-TZVPD) results for a cluster of 4 separate species, C14H28Br2O6S3 in total.

- gap between HOMO and LUMO (eV) = 10.409
- SMILES = O=S1(=O)CCCC1.O=S1(=O)CCCC1.O=S1(=O)CCCC1.BrCCBr
- energy above the lowest of the compared OMol25 structures with the same formula, charge and spin (kcal/mol) = 56.4

Each line ends with the Mulliken charge.
Geometry (Å):
Br (-1.0499, -1.4420, -5.6106)  -0.170
Br (-4.8831, -0.5361, -2.8328)  -0.176
S (-2.3433, 3.4651, 1.0570)  0.949
S (4.8240, 3.2393, -3.0777)  1.037
S (-2.6346, -6.3297, 2.4642)  1.094
O (4.2545, 4.2072, -2.1834)  -0.618
O (-1.7151, 2.1449, 1.0937)  -0.587
O (-3.9247, -5.7657, 2.6174)  -0.637
O (4.8113, 3.4716, -4.5326)  -0.633
O (-2.8049, 4.0417, -0.1976)  -0.604
O (-2.4350, -7.7577, 2.5810)  -0.643
C (4.0662, 1.5877, -2.6971)  -0.708
C (-2.3876, -1.6516, -4.0618)  -0.542
C (-3.0234, 4.1375, 3.7716)  -0.525
C (-1.3505, 4.7939, 1.9365)  -0.714
C (5.2781, 0.6004, -2.5508)  -0.618
C (-3.4932, -0.6441, -4.3302)  -0.653
C (6.2939, 1.4275, -1.6379)  -0.617
C (-0.3835, -4.7865, 2.6760)  -0.587
C (-1.7670, 4.9457, 3.4828)  -0.520
C (-1.4318, -5.5288, 3.5813)  -0.630
C (-3.6875, 3.6709, 2.4533)  -0.693
C (-0.4326, -5.4419, 1.2695)  -0.623
C (-1.8857, -5.7668, 0.8931)  -0.743
C (6.5000, 2.6861, -2.4328)  -0.705
H (-2.6364, -2.7117, -4.0132)  0.378
H (-3.6812, 4.7366, 4.4013)  0.353
H (0.0322, -4.7502, 0.5670)  0.355
H (-2.6204, 3.3077, 4.3522)  0.241
H (-2.4194, -4.8913, 0.5234)  0.361
H (-4.2773, 4.5750, 2.3020)  0.320
H (-1.8707, -1.5683, -3.1058)  0.375
H (6.9486, 3.4382, -1.7838)  0.398
H (5.8143, 0.2089, -3.4152)  0.350
H (-1.0764, -6.3545, 4.1977)  0.359
H (-0.5757, -3.7258, 2.5142)  0.304
H (-4.3424, 2.7998, 2.4661)  0.427
H (0.6160, -4.8858, 3.0993)  0.294
H (-4.0575, -0.9506, -5.2110)  0.384
H (0.1833, -6.3369, 1.3569)  0.306
H (3.2800, 1.3284, -3.4061)  0.424
H (-1.9826, -4.8547, 4.2374)  0.345
H (-3.1722, 0.3686, -4.5743)  0.405
H (7.2170, 0.8522, -1.5668)  0.312
H (-1.0092, 4.7937, 4.2515)  0.353
H (-2.1190, 5.9720, 3.5863)  0.208
H (-1.7056, 5.6749, 1.4017)  0.352
H (4.8685, -0.1527, -1.8776)  0.294
H (-0.2834, 4.6785, 1.7461)  0.439
H (7.0859, 2.4865, -3.3301)  0.392
H (5.9896, 1.7781, -0.6517)  0.340
H (3.5438, 1.6487, -1.7424)  0.352
H (-2.1443, -6.2336, -0.0572)  0.445

Entry 3:
DFT (wB97M-V/def2-TZVPD) results for a structure of composition C52H64F21N10O12S6V.

- gap between HOMO and LUMO (spin up / spin down) (eV) = 6.775 / 7.594
- 2S+1 = 3

Each line ends with the Mulliken charge.
Geometry (Å):
V (-1.6044, -1.0704, 2.6001)  2.676
S (0.6716, -1.5642, 0.1803)  0.107
S (-0.7575, -2.5629, 5.5047)  0.761
S (-1.2980, -4.2542, 3.5480)  -0.066
S (-4.0302, 0.2457, 4.3021)  0.554
S (-2.5103, 2.1206, 3.2452)  -0.269
S (-1.1931, 0.1146, -0.4897)  -0.536
F (-5.9500, -0.7730, 2.6562)  -0.236
F (0.5468, 1.8710, -1.6537)  0.080
F (0.5182, -3.2409, -1.9062)  -0.063
F (5.3486, 0.7828, 1.0506)  -0.345
F (-3.8184, -5.6133, -2.8129)  -0.379
F (-1.6788, 3.7650, 5.1849)  -0.236
F (-1.7805, 1.7714, 5.8586)  -0.206
F (-3.5550, -4.1950, 5.0892)  -0.183
F (-6.5374, 0.9167, 3.8799)  -0.241
F (-1.3558, -3.1376, -0.7042)  0.194
F (1.6248, -1.5272, 5.6466)  -0.204
F (-3.1808, -6.0933, 4.1599)  -0.224
F (-1.1495, 2.6965, -0.4744)  0.080
F (-0.0898, 2.4285, 4.5855)  -0.070
F (-3.9309, -4.4144, 2.9291)  -0.142
F (1.5526, -3.0803, 4.1017)  -0.191
F (4.1349, -6.2651, -4.4132)  -0.342
F (1.5914, -3.6788, 6.2319)  -0.241
F (-5.2385, 1.2876, 2.1398)  -0.096
F (0.5829, 1.7673, 0.5517)  0.300
F (0.3457, -4.1900, -0.0100)  -0.142
O (-1.1743, -4.3366, 2.0780)  -0.153
O (1.4168, -2.1009, 1.3410)  -0.596
O (-2.6006, 0.4156, -0.1889)  -0.355
O (-1.7408, 2.4028, 2.0683)  -0.241
O (-1.0028, -1.1975, 5.9275)  -0.574
O (-1.3160, -3.5904, 6.3853)  -0.580
O (-1.0107, -0.4685, -1.8267)  -0.094
O (-3.8853, -1.1691, 4.4908)  -0.458
O (-4.1469, 1.0733, 5.5027)  -0.520
O (1.5976, -0.8331, -0.6996)  0.234
O (-0.3454, -5.0639, 4.2930)  -0.519
O (-3.6701, 2.9565, 3.3899)  -0.507
N (-2.6304, 0.5133, 3.2666)  -0.256
N (4.6666, -2.5561, 3.1897)  -0.557
N (-2.5486, 1.6596, -3.6727)  -0.262
N (-3.2406, -2.1627, 1.4387)  0.645
N (0.3934, -0.1228, 3.3821)  0.812
N (-0.7371, -0.7163, 0.8431)  0.350
N (-0.6414, 8.1594, -5.2505)  -0.450
N (3.7805, 7.9902, 1.3969)  -0.480
N (-1.2872, -2.6435, 3.8211)  -0.294
N (-6.1581, 2.6262, -2.5412)  -0.522
C (-3.1343, -4.7610, 3.9860)  0.726
C (4.7516, -2.2112, -4.2010)  -0.667
C (3.6031, 5.3940, 1.0772)  -0.030
C (-1.2886, -6.7114, -0.3416)  -0.210
C (4.2769, -4.8605, -4.3637)  0.415
C (4.7303, 2.8965, -2.4242)  -0.749
C (-3.2735, -6.1848, -1.7134)  0.432
C (2.1994, 4.7328, 0.9615)  1.306
C (-0.9282, 7.2307, -2.8031)  -0.293
C (4.7513, 2.2137, 4.3861)  -1.339
C (-1.8952, -6.2407, -1.5550)  -0.554
C (-4.8321, 4.4898, 0.4669)  -1.313
C (-2.1251, -7.1998, 0.6769)  -0.759
C (3.7058, 6.8511, 1.2473)  0.065
C (-4.0985, -6.6616, -0.6771)  -0.547
C (4.0239, 1.7316, -2.2382)  -0.849
C (3.6965, -3.9717, -0.3723)  -0.278
C (-4.4309, 4.5045, -1.9090)  -0.169
C (-0.7622, 7.8050, -4.1595)  0.068
C (1.4866, 0.2897, 3.4150)  -0.497
C (-6.1145, -1.7905, -0.5269)  -0.005
C (0.6813, 0.0760, -5.2000)  -0.679
C (2.8476, 0.7630, 3.3918)  0.569
C (-3.7837, 4.2676, -0.5705)  0.833
C (-0.6823, -0.5295, -5.6338)  -0.511
C (1.1895, -2.7506, 5.3441)  0.638
C (5.5485, 3.4168, -1.4256)  -0.611
C (-1.6648, 0.6219, -5.9299)  -0.850
C (5.7375, 2.7394, -0.2354)  -0.494
C (4.2224, 1.0554, -1.0291)  0.680
C (-5.5679, 0.4280, 3.0835)  0.740
C (-5.4146, 3.4412, -2.2635)  -0.027
C (5.0455, 1.5529, -0.0244)  0.049
C (0.0342, 6.0939, -2.5392)  0.081
C (5.1702, -2.7934, 2.1613)  0.339
C (-2.1529, 1.2077, -4.6804)  0.261
C (5.8134, -3.0378, -4.6278)  -0.553
C (5.5551, -4.3519, -4.6946)  -0.612
C (-1.4144, 2.5192, 4.8258)  0.593
C (5.8402, -3.0701, 0.9031)  -0.680
C (-4.9880, -2.8761, -0.4250)  -0.699
C (4.8873, -3.0114, -0.4251)  0.623
C (-3.5019, -7.1182, 0.5112)  -0.241
C (-0.2122, 1.7462, -0.5277)  -0.087
C (0.0010, -3.1056, -0.7285)  -0.821
C (-0.0924, 4.8608, -3.4158)  -0.565
C (3.2335, 1.7950, 4.4347)  -0.168
C (-4.0096, -2.4721, 0.6325)  -0.111
C (3.2122, -4.0750, -3.9063)  -0.758
C (1.3434, 4.8108, 2.2224)  -0.821
C (3.5003, -2.7471, -3.9041)  0.088
C (-7.1741, -2.1358, -1.5192)  -1.458
H (3.2926, -3.8192, 0.6285)  0.007
H (6.7580, -2.6416, -4.9703)  0.423
H (2.3547, 3.6900, 0.6849)  -0.289
H (4.7030, 3.4336, -3.3608)  0.460
H (4.2149, 5.0965, 0.2255)  -0.057
H (1.0209, 6.5571, -2.5450)  0.399
H (-1.7156, -7.7193, 1.5305)  0.433
H (-0.0722, 5.1558, -4.4649)  0.520
H (0.6247, 4.1032, -3.0996)  -0.076
H (-7.8432, -2.8689, -1.0687)  0.359
H (-1.9482, 6.8465, -2.7894)  0.021
H (-5.4890, 3.6203, 0.4434)  0.205
H (6.1959, -4.0993, 0.9521)  0.357
H (1.6775, 4.2145, 3.0714)  0.046
H (3.6753, 0.1504, -0.8098)  0.029
H (2.9093, -3.8224, -1.1113)  -0.333
H (-4.3671, 4.5144, 1.4524)  0.273
H (-5.4044, -3.8688, -0.2537)  0.368
H (-5.5759, -0.8663, -0.7367)  0.253
H (-0.1281, 5.7465, -1.5189)  -0.165
H (-7.7685, -1.3008, -1.8900)  0.391
H (6.4814, 3.0238, 0.4940)  0.513
H (-2.9513, 4.9377, -0.3559)  0.202
H (-0.2231, -6.7425, -0.1680)  0.410
H (-1.1947, 1.3643, -6.5749)  0.378
H (-0.7466, -1.1682, -6.5148)  0.425
H (2.7950, -1.9912, -3.5917)  0.492
H (-4.1501, -7.4498, 1.3088)  0.434
H (-3.4086, 3.2445, -0.5428)  -0.448
H (-1.0705, 4.3868, -3.3331)  0.039
H (-4.4628, -2.8720, -1.3801)  0.424
H (3.4434, -0.1459, 3.4754)  0.167
H (-1.1208, -1.1521, -4.8541)  0.146
H (-6.6039, -1.7053, 0.4433)  0.182
H (3.8939, -5.0424, -0.4263)  0.459
H (0.7263, 0.4114, -4.1638)  0.095
H (4.9378, -1.1481, -4.1599)  0.461
H (5.0834, 2.3877, 3.3626)  0.175
H (2.2576, -4.4857, -3.6122)  0.589
H (0.3016, 4.6055, 1.9762)  0.062
H (4.1552, 4.9449, 1.9028)  0.144
H (3.0278, 1.3371, 5.4022)  0.386
H (-5.3763, 5.4149, 0.2767)  0.432
H (1.3501, -0.7747, -5.3306)  0.160
H (5.5430, -2.9768, -1.2951)  0.244
H (6.6584, -2.3628, 0.7680)  0.428
H (5.0050, 3.0813, 4.9950)  0.383
H (-3.7495, 4.4218, -2.7557)  -0.004
H (-2.4878, 0.3572, -6.5938)  0.418
H (1.2683, 5.8545, 2.5275)  0.567
H (1.6411, 5.1189, 0.1087)  -0.407
H (2.5610, 2.6286, 4.2326)  -0.009
H (-4.8788, 5.4968, -1.9636)  0.531
H (3.0659, 1.1079, 2.3811)  -0.461
H (6.3258, -5.0598, -4.9614)  0.450
H (6.0638, 4.3510, -1.5936)  0.522
H (5.3155, 1.3443, 4.7236)  0.425
H (-0.8143, 8.0813, -2.1310)  0.439
H (3.3757, 1.3652, -3.0205)  0.802
H (0.9372, 0.9159, -5.8459)  0.492
H (-1.2197, -5.7625, -2.2489)  0.456
H (-6.6849, -2.6391, -2.3531)  0.325
H (-5.1662, -6.6240, -0.8352)  0.543
H (4.4569, -2.0125, -0.4957)  -0.559

F_max (eV/Å)
2.515; 3.345; 5.949